DFT (the ωB97M-V functional and the def2-TZVPD basis) results for a structure of composition C63H140F22N13O30S10 in a non-equilibrium geometry.

Each line ends with the Mulliken charge.
Cartesian coordinates (Å):
C 5.44 -0.80 1.95  -0.92
O 4.93 -0.18 0.72  -0.14
C 5.36 -0.80 -0.47  -0.68
C 4.73 0.04 -1.63  -0.75
N 3.22 -0.11 -1.84  1.27
H 3.06 -0.27 -2.88  0.24
H 2.98 -1.08 -1.47  -0.10
C 2.27 0.94 -1.24  0.78
C 1.88 0.64 0.18  -0.06
O 1.07 -0.57 0.08  0.47
C 0.92 -1.30 1.31  -0.75
H 6.53 -0.63 2.03  0.33
H 5.13 -1.83 1.97  0.40
H 5.04 -0.28 2.81  0.16
H 5.02 -1.85 -0.40  0.23
H 6.45 -0.85 -0.56  0.50
H 5.33 -0.18 -2.54  0.43
H 4.81 1.10 -1.49  0.53
H 1.42 0.89 -1.95  -0.62
H 2.72 1.99 -1.42  -0.32
H 1.31 1.51 0.61  0.19
H 2.82 0.36 0.69  -0.32
H 1.86 -1.35 1.81  0.72
H 0.63 -2.27 0.97  -0.07
H 0.12 -1.04 2.01  0.14
C -0.90 -9.13 3.14  -0.93
O -2.24 -8.62 3.02  -0.30
C -2.85 -9.15 1.82  -0.04
C -4.35 -8.92 2.02  -0.78
N -4.53 -7.48 2.21  1.06
H -3.88 -7.18 2.90  0.38
H -4.31 -7.02 1.32  -0.38
C -5.99 -6.94 2.53  -0.58
C -5.85 -6.13 3.85  -0.30
O -5.26 -7.08 4.82  -0.38
C -5.09 -6.45 6.06  -0.74
H -0.45 -8.61 3.96  0.25
H -0.30 -9.10 2.23  0.30
H -0.91 -10.17 3.38  0.40
H -2.75 -10.24 1.70  0.53
H -2.44 -8.67 0.93  -0.15
H -4.78 -9.49 2.87  0.42
H -4.77 -9.16 1.06  0.39
H -6.51 -7.84 2.76  0.28
H -6.35 -6.41 1.64  0.39
H -6.76 -5.75 4.24  0.70
H -5.19 -5.27 3.72  0.03
H -5.78 -6.90 6.76  0.32
H -5.20 -5.42 5.92  0.33
H -4.01 -6.57 6.20  0.25
C 2.96 -7.26 -7.99  -0.75
O 1.62 -6.95 -7.57  -0.43
C 1.61 -5.78 -6.73  -0.61
C 0.19 -5.49 -6.27  -0.74
N -0.07 -6.20 -5.05  0.78
H 0.72 -6.02 -4.45  -0.34
H -0.86 -5.78 -4.59  0.10
C -0.22 -7.70 -5.30  -0.54
C 0.15 -8.30 -3.96  -0.19
O 1.56 -8.18 -4.04  -0.30
C 2.30 -8.56 -2.88  -0.70
H 2.81 -8.02 -8.80  0.26
H 3.56 -7.64 -7.14  0.27
H 3.50 -6.44 -8.46  0.34
H 1.99 -4.90 -7.26  0.68
H 2.32 -5.94 -5.95  0.33
H -0.50 -5.89 -7.00  0.69
H 0.03 -4.44 -6.09  0.31
H 0.38 -7.91 -6.20  0.45
H -1.34 -7.93 -5.42  0.29
H -0.10 -9.37 -4.02  0.60
H -0.38 -7.88 -3.13  -0.05
H 2.10 -9.60 -2.68  0.40
H 2.05 -7.88 -2.09  0.18
H 3.39 -8.48 -3.19  0.18
C 2.07 0.70 4.09  -0.55
O 1.80 -0.36 5.00  -0.06
C 1.17 0.22 6.19  -1.00
C 0.61 -0.97 6.93  0.03
N 1.74 -1.97 7.09  -0.20
H 2.07 -2.24 6.09  0.44
H 2.51 -1.44 7.50  0.43
C 1.52 -3.27 7.83  -0.39
C 2.74 -4.20 7.61  -0.58
O 3.21 -4.18 6.31  -0.22
C 3.89 -5.28 5.68  -0.76
H 2.68 1.48 4.57  0.29
H 1.14 1.16 3.82  0.41
H 2.51 0.22 3.23  -0.19
H 0.38 0.87 6.00  0.62
H 1.98 0.70 6.75  0.25
H -0.16 -1.38 6.30  -0.40
H 0.24 -0.73 7.91  0.71
H 0.66 -3.74 7.39  0.17
H 1.42 -3.06 8.90  0.44
H 2.50 -5.26 8.01  0.40
H 3.56 -3.84 8.25  0.34
H 3.31 -6.23 5.87  0.31
H 4.89 -5.39 6.01  0.31
H 3.82 -4.93 4.62  0.23
C -6.88 -0.29 1.65  -0.81
O -5.92 -0.81 0.81  -0.40
C -4.93 -1.45 1.58  -0.98
C -4.32 -2.57 0.79  -0.44
N -3.69 -2.11 -0.50  0.60
H -3.54 -2.98 -1.01  0.55
H -4.31 -1.46 -1.07  0.50
C -2.31 -1.50 -0.53  0.72
C -2.30 -0.38 -1.56  -0.56
O -3.07 -0.75 -2.64  -0.67
C -2.50 -1.44 -3.73  -0.02
H -7.58 -1.05 1.96  0.32
H -7.45 0.49 1.15  0.28
H -6.44 0.15 2.57  0.34
H -5.37 -1.88 2.51  0.71
H -4.11 -0.86 1.93  0.24
H -5.05 -3.32 0.48  0.53
H -3.54 -3.00 1.38  0.12
H -1.72 -2.34 -0.82  -0.30
H -2.16 -1.11 0.53  -0.23
H -1.29 -0.17 -1.81  0.19
H -2.70 0.49 -1.09  0.63
H -2.55 -2.52 -3.54  -0.07
H -1.48 -1.11 -3.86  0.01
H -3.12 -1.21 -4.66  0.25
C -4.77 6.54 -1.96  -1.29
C -4.68 5.79 -3.26  -0.33
C -3.43 5.99 -4.18  -0.23
C -3.51 4.94 -5.29  -1.10
N -2.57 4.97 -6.49  0.36
C -2.96 6.17 -7.43  -0.70
C -4.27 5.70 -8.13  -0.59
C -4.30 4.17 -8.03  -0.69
C -2.97 3.80 -7.39  -0.52
C -1.16 5.05 -6.20  -1.40
H -5.06 7.54 -2.19  0.42
H -3.83 6.59 -1.40  0.19
H -5.55 6.03 -1.34  0.35
H -5.59 5.92 -3.86  0.37
H -4.56 4.71 -2.90  0.23
H -2.49 5.99 -3.62  0.19
H -3.42 7.01 -4.57  0.31
H -4.47 4.90 -5.70  0.43
H -3.31 3.94 -4.83  0.48
H -2.22 6.16 -8.23  0.47
H -2.90 7.16 -7.05  0.46
H -4.19 5.87 -9.19  0.38
H -5.19 6.22 -7.73  0.28
H -4.33 3.69 -9.02  0.40
H -5.10 3.73 -7.41  0.30
H -2.12 3.66 -8.14  0.41
H -2.90 2.91 -6.72  0.48
H -0.70 4.82 -7.13  0.59
H -0.83 4.29 -5.44  0.27
H -0.89 6.06 -5.95  0.44
C 6.76 5.13 -6.94  -0.89
C 6.13 6.48 -6.78  -0.77
C 5.96 6.90 -5.34  -0.89
C 4.68 6.34 -4.69  0.15
N 4.55 6.47 -3.19  0.44
C 3.14 6.13 -2.88  0.46
C 2.32 7.35 -3.05  -0.54
C 3.40 8.56 -2.93  -0.92
C 4.70 7.88 -2.60  -0.58
C 5.51 5.57 -2.53  -0.70
H 6.71 4.83 -8.02  0.34
H 6.27 4.37 -6.31  0.14
H 7.83 5.19 -6.63  0.31
H 5.14 6.55 -7.32  0.31
H 6.70 7.23 -7.29  0.42
H 5.92 7.99 -5.27  0.41
H 6.81 6.69 -4.69  0.41
H 4.64 5.25 -4.90  -0.32
H 3.79 6.84 -5.13  0.41
H 3.03 5.77 -1.86  -0.27
H 2.87 5.35 -3.60  -0.02
H 1.56 7.46 -2.28  0.37
H 1.84 7.39 -4.04  0.22
H 3.03 9.27 -2.26  0.48
H 3.49 9.05 -3.89  0.34
H 5.00 7.75 -1.56  0.43
H 5.54 8.29 -3.16  0.44
H 5.43 4.50 -2.92  0.02
H 5.42 5.69 -1.48  0.40
H 6.51 5.99 -2.81  0.47
C 3.22 4.18 6.56  -0.13
C 2.43 4.89 7.70  -1.08
C 0.97 5.24 7.29  -0.37
C 0.78 5.96 6.00  -0.87
N -0.47 6.79 6.07  0.43
C -0.51 7.54 4.85  -0.59
C -1.36 8.68 5.15  -0.81
C -1.14 9.01 6.62  -0.68
C -0.45 7.77 7.22  -0.47
C -1.74 5.90 6.21  -0.83
H 3.16 4.78 5.63  -0.03
H 2.84 3.20 6.35  -0.30
H 4.24 4.11 6.91  0.48
H 2.95 5.69 8.17  0.36
H 2.31 4.21 8.54  0.46
H 0.56 5.76 8.15  0.30
H 0.39 4.30 7.23  0.28
H 0.68 5.29 5.18  0.44
H 1.66 6.57 5.80  0.49
H -0.72 6.90 4.01  0.64
H 0.52 7.86 4.57  0.25
H -2.40 8.49 5.02  0.42
H -1.20 9.53 4.52  0.44
H -2.06 9.22 7.11  0.36
H -0.40 9.82 6.74  0.33
H -0.96 7.34 8.11  0.38
H 0.65 7.95 7.44  0.29
H -1.84 5.57 7.26  0.35
H -1.60 5.09 5.52  0.29
H -2.59 6.53 5.90  0.39
N 2.64 1.03 -4.66  -0.31
S 3.93 2.09 -4.69  0.99
O 4.25 2.59 -3.40  -0.41
O 3.99 2.80 -5.90  -0.53
F 4.98 0.72 -4.97  -0.47
S 1.25 1.89 -4.99  0.97
O 0.24 0.92 -5.12  -0.58
O 1.45 3.03 -5.79  -0.52
F 0.86 2.46 -3.53  -0.08
N 1.79 -4.25 -3.36  -0.18
S 3.11 -4.15 -2.58  0.65
O 3.02 -5.21 -1.64  -0.60
O 3.59 -2.87 -2.18  -0.44
F 4.16 -4.43 -3.73  -0.27
S 0.91 -3.03 -3.38  0.67
O 0.31 -2.87 -4.72  -0.88
O 1.38 -1.74 -2.97  -0.70
F -0.33 -3.40 -2.52  0.08
C 3.41 5.98 2.27  0.23
F 2.45 6.59 2.97  -0.22
F 3.75 6.93 1.35  -0.19
F 4.36 5.65 3.06  -0.18
S 2.75 4.45 1.48  0.66
O 3.72 4.19 0.45  -0.50
O 2.71 3.58 2.63  -0.29
N 1.35 4.74 0.76  0.02
S -0.04 4.72 1.59  1.09
O -0.48 3.51 2.21  -0.65
O -0.24 5.87 2.41  -0.76
C -1.20 4.87 0.15  0.20
F -2.31 5.48 0.58  -0.19
F -0.78 5.42 -1.01  -0.18
F -1.57 3.59 -0.24  -0.23
C -0.34 -4.22 4.23  -0.15
F 0.71 -3.40 4.63  -0.20
F -0.03 -4.72 2.98  0.11
F -0.41 -5.28 5.10  -0.21
S -1.81 -3.25 4.06  0.32
O -1.42 -2.25 3.10  -0.17
O -2.74 -4.31 3.67  0.01
N -1.89 -2.75 5.54  -0.24
S -2.92 -1.58 5.89  0.74
O -2.25 -0.34 6.24  -0.62
O -4.04 -1.58 5.00  -0.48
C -3.52 -2.19 7.57  0.51
F -2.62 -1.99 8.58  -0.23
F -4.63 -1.49 7.90  -0.21
F -3.76 -3.47 7.45  -0.16
C -4.11 -8.77 -2.21  0.66
F -5.09 -9.58 -2.27  -0.19
F -3.09 -9.27 -1.44  -0.22
F -3.64 -8.64 -3.49  -0.23
S -4.57 -7.12 -1.45  1.04
O -4.91 -6.38 -2.60  -0.62
O -5.54 -7.44 -0.47  -0.67
N -3.36 -6.55 -0.63  -0.40
S -2.30 -5.69 -1.35  -0.10
O -1.86 -6.27 -2.62  -0.36
O -2.56 -4.27 -1.40  -1.08
C -0.86 -6.06 -0.17  0.03
F -0.12 -7.09 -0.70  -0.21
F 0.03 -5.04 0.09  -0.03
F -1.33 -6.49 1.06  0.09

Calculated values
Total charge: +3
Total energy (hartree): -11631.2220
Lowest unoccupied orbital energy (eV): -4.224
Strongest force on any atom (hartree/bohr): 0.158
Orbital gap (eV): 9.70